{
  "formula": "C55H49BN7O4RbS2",
  "method": "ωB97M-V/def2-TZVPD",
  "e_tot_ev": -99457.6798,
  "e_homo_ev": -0.996,
  "lumo_ev": 3.418,
  "charge": -2,
  "e_above_lowest_ev": 1.266,
  "symbols": ["Rb", "N", "C", "N", "C", "N", "N", "C", "C", "C", "C", "C", "C", "N", "C", "C", "C", "C", "C", "C", "H", "H", "H", "H", "H", "H", "H", "H", "H", "H", "H", "C", "C", "C", "C", "C", "C", "C", "C", "S", "C", "N", "C", "C", "C", "C", "C", "C", "C", "C", "H", "H", "H", "H", "H", "H", "H", "H", "H", "H", "H", "H", "H", "H", "H", "H", "C", "C", "C", "C", "C", "C", "C", "C", "O", "B", "O", "C", "C", "H", "H", "H", "H", "H", "H", "H", "H", "H", "H", "H", "H", "N", "C", "C", "C", "C", "C", "C", "C", "H", "H", "H", "H", "H", "O", "C", "O", "C", "C", "C", "C", "S", "C", "C", "H", "H", "H", "H", "H"],
  "coordinates": [[0.15113, 0.05671, 0.43492], [-2.94566, -4.28997, -0.64686], [-2.42673, -3.25020, 0.10563], [-2.40621, -2.03816, -0.25236], [-2.95345, -1.67155, -1.47913], [-3.02389, -0.44773, -1.90832], [-2.40778, 0.56034, -1.28520], [-2.67203, 1.70246, -1.91693], [-2.04033, 2.90976, -1.79768], [-2.23239, 3.90581, -2.79690], [-1.23663, 4.77572, -3.10148], [0.02927, 4.60341, -2.43895], [0.11510, 3.82515, -1.35102], [-1.05082, 3.24162, -0.80027], [-3.47994, -2.70758, -2.35382], [-3.96629, -2.45154, -3.63568], [-4.43913, -3.47524, -4.44149], [-4.43308, -4.78047, -3.98892], [-3.92657, -5.06790, -2.72022], [-3.45607, -4.04481, -1.91404], [-2.88066, -5.24070, -0.32137], [-2.04544, -3.52880, 1.07914], [-3.44590, 1.66192, -2.69390], [-3.14084, 3.85682, -3.38507], [-1.33789, 5.50934, -3.88736], [0.92177, 5.04713, -2.85431], [1.03895, 3.64303, -0.81981], [-3.95349, -1.43186, -3.98222], [-4.80905, -3.24629, -5.43278], [-4.79716, -5.58227, -4.61892], [-3.90000, -6.09008, -2.35904], [-0.38464, -5.93226, -3.47212], [0.87021, -5.13272, -3.09163], [0.76216, -3.74053, -3.71725], [2.10772, -5.82859, -3.68036], [0.96440, -5.08292, -1.57028], [1.21261, -6.26988, -0.86971], [1.25386, -6.32470, 0.51034], [1.03603, -5.15919, 1.22028], [0.97564, -4.90290, 2.93453], [0.61173, -3.14768, 2.60712], [0.57137, -2.87890, 1.35751], [0.79114, -3.94089, 0.54613], [0.76160, -3.92004, -0.84759], [0.40716, -2.24112, 3.69675], [0.36651, -2.75518, 5.00301], [0.18702, -1.91280, 6.07455], [0.04252, -0.54884, 5.84225], [0.08305, -0.05910, 4.54859], [0.27080, -0.85503, 3.40151], [-0.46873, -6.00895, -4.55477], [-1.27596, -5.43377, -3.09864], [-0.34369, -6.93816, -3.05950], [0.72557, -3.82976, -4.80260], [1.61916, -3.12544, -3.45179], [-0.14637, -3.23505, -3.40000], [2.05486, -5.82262, -4.76815], [2.18128, -6.86360, -3.35597], [3.01367, -5.30817, -3.38101], [1.37592, -7.18724, -1.41666], [1.44774, -7.25878, 1.02101], [0.57204, -2.97259, -1.32337], [0.46712, -3.82537, 5.16743], [0.15788, -2.30437, 7.08605], [-0.09886, 0.12752, 6.68237], [-0.02832, 1.01564, 4.41749], [-2.39758, 6.13229, 6.81739], [-2.30045, 6.72068, 5.40538], [-1.01776, 7.55278, 5.31439], [-3.48765, 7.67091, 5.17402], [-2.34447, 5.60664, 4.36588], [-3.50294, 4.84760, 4.22584], [-3.67383, 3.91259, 3.21272], [-2.65314, 3.76640, 2.29655], [-2.61930, 3.08812, 1.12952], [-1.37512, 3.40668, 0.54762], [-0.61090, 4.19082, 1.44916], [-1.44745, 4.46038, 2.47594], [-1.27512, 5.36716, 3.50026], [-2.46868, 6.93508, 7.54920], [-1.51654, 5.53718, 7.04030], [-3.27165, 5.49584, 6.91645], [-1.08202, 8.39357, 6.00314], [-0.87718, 7.94701, 4.31135], [-0.14745, 6.96172, 5.58578], [-3.40881, 8.54168, 5.82332], [-4.43178, 7.17873, 5.38712], [-3.50288, 8.01102, 4.14158], [-4.33309, 5.00457, 4.89935], [-4.58961, 3.34892, 3.12576], [-0.34185, 5.89685, 3.57611], [2.73480, -1.34712, -0.41631], [3.74991, -1.82830, -0.65487], [4.96468, -2.46789, -0.96379], [6.18313, -1.77526, -0.92335], [7.35190, -2.43082, -1.24594], [7.33051, -3.76972, -1.62140], [6.12371, -4.45877, -1.66306], [4.94771, -3.82248, -1.33099], [6.19084, -0.73241, -0.64599], [8.29301, -1.89830, -1.21146], [8.25027, -4.27398, -1.88236], [6.10558, -5.49972, -1.95845], [4.00599, -4.35201, -1.34645], [7.39450, 5.26900, -5.59573], [7.10029, 5.49502, -4.26587], [7.66564, 6.42009, -3.71261], [6.14227, 4.60640, -3.65021], [5.63410, 4.93894, -2.37534], [4.76212, 4.12066, -1.72007], [4.34718, 2.89000, -2.28179], [3.34662, 1.81548, -1.45042], [4.84443, 2.56627, -3.56477], [5.70692, 3.39341, -4.22524], [6.83527, 4.55280, -5.91988], [5.95441, 5.87473, -1.93650], [4.38083, 4.38244, -0.74142], [4.54102, 1.62441, -4.00349], [6.07738, 3.06875, -5.19639]],
  "forces_ev_per_angstrom": [[-0.1, -0.1, -0.1], [0.0, -0.2, 0.3], [-0.1, -0.3, 0.0], [0.5, 0.3, 0.5], [-0.1, 0.9, -0.3], [-0.2, -0.4, -0.2], [0.2, -0.5, 0.8], [0.1, 0.4, -0.5], [-0.5, -0.4, 0.2], [0.2, 0.4, -0.3], [-0.5, 0.0, -0.1], [0.2, -0.2, 0.4], [0.6, 0.4, 0.0], [-0.2, -0.4, 0.1], [-0.2, -0.4, -0.4], [0.1, -0.2, 0.2], [-0.1, 0.1, -0.1], [0.1, -0.2, 0.2], [-0.2, 0.0, -0.2], [-0.1, 0.2, -0.3], [0.1, 0.2, 0.0], [0.1, -0.1, 0.1], [0.1, 0.0, 0.0], [-0.1, 0.1, -0.1], [-0.1, 0.0, -0.1], [0.1, 0.0, 0.1], [0.1, 0.0, -0.1], [0.0, 0.1, 0.0], [0.0, 0.0, 0.0], [0.0, 0.0, 0.0], [0.0, 0.0, 0.0], [0.2, 0.1, 0.0], [0.0, 0.0, -0.2], [0.0, -0.2, 0.1], [-0.2, 0.1, 0.1], [0.0, 0.0, 0.0], [0.1, -0.2, 0.0], [0.0, -0.1, -0.1], [-0.1, 0.4, 0.1], [-0.1, 0.4, -0.3], [0.3, -1.2, -0.2], [-0.2, 1.0, -0.2], [0.3, -1.3, 0.1], [0.0, 0.1, 0.0], [-0.2, 1.2, 0.9], [0.0, -0.2, -0.3], [0.0, -0.1, 0.4], [0.0, 0.1, 0.1], [0.0, 0.0, -0.1], [0.0, -0.2, -0.2], [0.0, 0.0, -0.2], [-0.1, 0.0, 0.0], [0.0, -0.1, 0.1], [0.0, 0.0, -0.1], [0.1, 0.1, 0.0], [-0.1, 0.1, 0.0], [0.0, 0.0, -0.1], [0.0, -0.1, 0.0], [0.2, 0.1, 0.0], [0.0, -0.1, -0.1], [0.0, -0.1, 0.0], [0.0, 0.1, -0.1], [0.0, 0.0, 0.1], [0.0, 0.0, 0.0], [0.0, 0.0, 0.0], [0.0, 0.1, 0.1], [0.0, 0.1, -0.2], [0.0, 0.1, 0.1], [-0.2, -0.1, 0.0], [0.2, -0.1, 0.0], [0.0, -0.1, 0.0], [0.0, 0.1, 0.1], [0.1, -0.2, -0.4], [0.4, 0.7, 0.6], [0.0, -0.5, -0.3], [-0.4, 0.7, -0.2], [0.4, -0.3, -0.3], [-0.8, -0.1, 0.3], [0.1, -0.1, -0.2], [0.0, 0.1, 0.2], [0.1, -0.1, 0.0], [-0.1, -0.1, 0.0], [0.0, 0.1, 0.1], [0.0, 0.1, -0.1], [0.2, -0.1, 0.0], [0.0, 0.1, 0.1], [-0.2, -0.1, 0.0], [0.0, 0.1, -0.1], [0.0, 0.0, 0.1], [-0.1, 0.0, -0.1], [0.1, 0.1, 0.0], [0.1, -0.1, 0.0], [-1.1, 0.6, 0.3], [1.3, -0.7, -0.4], [-0.6, 0.0, 0.1], [0.3, -0.3, -0.1], [-0.2, 0.1, 0.0], [0.3, -0.1, -0.1], [-0.2, 0.5, 0.2], [-0.1, 0.1, 0.0], [0.0, 0.0, 0.0], [0.1, 0.0, 0.0], [0.0, 0.0, 0.0], [-0.1, 0.0, 0.0], [0.0, 0.1, 0.2], [0.6, 0.7, -0.1], [-0.2, -0.4, -0.4], [-0.5, -0.4, 0.3], [0.3, 0.2, -0.5], [-0.1, 0.0, 0.0], [0.0, -0.1, 0.1], [-0.4, -0.5, 0.4], [0.0, -0.1, -0.1], [0.3, 0.4, 0.0], [0.0, 0.1, 0.1], [0.0, 0.0, 0.0], [0.0, 0.0, 0.0], [0.0, 0.0, 0.0], [0.0, 0.0, 0.0]],
  "mulliken_charge": [0.691, 0.114, -0.746, -0.216, -0.050, -0.435, 0.215, -0.972, 0.525, -0.833, -0.496, -0.457, -0.899, 0.715, 0.929, -0.567, -0.770, -0.472, -0.607, -0.149, 0.278, 0.621, 0.216, 0.345, 0.361, 0.459, 0.566, 0.484, 0.386, 0.376, 0.357, -1.759, 2.308, -1.932, -1.821, 0.322, -0.343, -1.440, 1.359, -0.552, -0.209, 0.582, -2.779, 0.966, 1.174, -0.705, -0.609, -0.565, -0.738, -0.286, 0.509, 0.252, 0.306, 0.487, 0.384, 0.263, 0.479, 0.338, 0.312, 0.338, 0.386, 0.738, 0.266, 0.354, 0.326, 0.394, -1.671, 2.101, -2.160, -1.675, 0.310, -0.375, -1.772, 0.889, -0.761, 0.985, -0.616, 0.330, -0.791, 0.429, 0.405, 0.331, 0.438, 0.446, 0.386, 0.454, 0.347, 0.373, 0.345, 0.473, 0.602, 0.091, -0.459, 0.136, -0.529, -0.517, -0.378, -0.556, -0.067, 0.582, 0.382, 0.367, 0.405, 0.585, -0.492, 0.698, -0.637, 0.739, -0.458, -0.611, 0.080, -0.248, -1.049, -0.493, 0.288, 0.383, 0.375, 0.380, 0.108]
}